This record from the Open Molecules 2025 dataset describes an isolated molecule of CH5INP. The level of theory is ωB97M-V/def2-TZVPD.

Structure (XYZ):
```
9
Properties=species:S:1:pos:R:3:forces:R:3:mulliken_charge:R:1
C 0.05968 1.26082 0.84917 -1.594 -0.030 -2.869 -0.6568
N -0.72703 0.32874 0.01473 -0.148 -1.447 -1.529 -0.4438
P -0.29263 -1.01661 -0.63235 0.517 1.065 1.232 0.1290
I 1.74788 -1.19272 -2.05418 -0.093 0.021 0.163 -0.0953
H 0.20582 2.15033 0.11904 0.894 -1.286 1.791 0.2318
H -0.68742 1.54781 1.54157 -0.302 0.767 1.165 0.2583
H 0.83199 0.69362 1.34040 0.967 0.737 0.099 0.3351
H -1.09594 -1.75902 -1.48374 -0.744 0.609 -0.176 0.1396
H -0.04235 -2.01296 0.30536 0.503 -0.437 0.123 0.1021
```
Positions in Å, forces in eV/Å.

F_max   3.28 eV/A
Energy relative to the best compared isomer or geometry (same formula, charge and spin)   221.4 kJ/mol
E_HOMO   -8.839 eV
LUMO energy   0.0008 hartree


This record from the Open Molecules 2025 dataset describes a structure of composition C25H20AuN5S. The level of theory is ωB97M-V/def2-TZVPD.

Structure (XYZ):
```
52
Properties=species:S:1:pos:R:3:forces:R:3:mulliken_charge:R:1
Au 0.26278 0.70969 0.00410 1.678 2.066 -1.475 0.8002
C -1.66621 4.00204 2.21638 0.062 0.008 0.051 -0.8747
C -1.33301 2.74753 1.71057 -0.253 -0.264 -0.047 0.0890
N -0.28640 2.55010 0.92560 0.013 -1.288 -0.095 -0.3684
C 0.52748 3.58317 0.57196 0.866 0.229 -0.651 0.3148
C 0.23826 4.88030 1.03351 0.006 0.381 -0.108 1.0890
C -0.88408 5.06909 1.86629 0.025 -0.027 -0.016 -0.4085
C 1.08703 5.95795 0.68256 0.070 -0.011 -0.048 -0.8034
C 2.19438 5.72961 -0.08976 -0.468 0.249 0.225 -1.4621
C 2.50592 4.44470 -0.53267 -0.046 -0.802 0.072 -0.2803
C 1.70172 3.33743 -0.24271 -0.210 1.026 0.888 1.0293
N 1.88375 2.04887 -0.64410 -2.106 -1.395 0.040 -0.6515
C 2.80991 1.41751 -1.42205 0.829 -0.886 -0.255 1.0704
C 3.93009 1.97854 -2.04004 -0.489 0.058 0.545 -0.2771
C 4.79384 1.23176 -2.84272 -0.033 -0.470 -0.225 -1.4585
C 4.59260 -0.10777 -3.03410 0.022 0.063 0.002 -0.8269
C 3.49084 -0.74899 -2.41780 0.191 0.014 -0.312 1.1632
C 3.28364 -2.13738 -2.54674 0.007 0.045 0.016 -0.3947
C 2.23343 -2.73727 -1.90626 0.048 -0.006 0.054 -0.9031
C 1.37662 -1.93576 -1.15636 -0.352 -0.082 0.047 0.1668
N 1.54685 -0.63021 -1.02931 -0.839 0.270 0.887 -0.3767
C 2.59544 -0.00088 -1.62992 0.412 0.939 -0.176 0.1654
H -2.52978 4.10896 2.85679 0.027 -0.029 -0.003 0.4161
H -1.94438 1.88097 1.92803 -0.004 0.035 -0.062 0.3358
H -1.10933 6.06523 2.22730 -0.003 -0.015 -0.017 0.4562
H 0.85549 6.95026 1.04791 0.022 -0.046 0.037 0.4215
H 2.85193 6.54647 -0.35490 -0.024 -0.016 -0.013 0.4228
H 3.39790 4.34087 -1.11989 0.007 -0.029 0.025 0.2645
H 4.16425 3.01871 -1.91995 -0.007 -0.007 0.039 0.2799
H 5.63877 1.72769 -3.30111 -0.030 -0.006 -0.005 0.4270
H 5.27449 -0.69574 -3.63491 -0.003 -0.003 0.059 0.4163
H 3.97271 -2.71793 -3.14799 -0.019 0.012 -0.002 0.4580
H 2.05171 -3.80009 -1.97438 -0.004 0.024 0.027 0.4247
H 0.51484 -2.36029 -0.65664 0.007 0.027 -0.060 0.2869
N -1.41529 -1.87237 1.52503 0.132 0.186 -0.171 -0.2453
C -2.14671 -1.59257 0.45066 -0.228 -0.472 0.038 0.5751
S -1.95123 -0.15435 -0.49770 0.729 -0.034 0.615 -0.3197
N -3.09319 -2.43836 0.06346 0.029 0.278 -0.050 -0.1219
C -3.56764 -3.61077 0.74753 0.017 -0.096 0.120 0.3914
C -3.82620 -4.74153 -0.01301 0.098 -0.010 -0.083 -0.5415
C -4.31775 -5.88018 0.60490 -0.002 -0.035 -0.018 -0.5466
C -4.54200 -5.89100 1.97454 -0.003 -0.021 -0.041 -0.5345
C -4.29695 -4.75154 2.72403 0.017 0.061 0.062 -0.6010
C -3.81870 -3.59940 2.11475 -0.067 0.066 -0.036 -0.2475
H -0.71312 -1.22123 1.82889 -0.010 -0.035 0.091 0.1202
H -1.52715 -2.74959 2.01323 -0.039 -0.006 0.034 0.3003
H -3.51878 -2.23662 -0.82980 -0.093 0.022 -0.013 0.2613
H -3.64296 -4.73176 -1.08130 -0.011 -0.010 0.021 0.3907
H -4.52402 -6.76234 0.01330 0.007 0.028 0.009 0.3918
H -4.92227 -6.78228 2.45413 0.000 0.003 -0.005 0.4107
H -4.49961 -4.74712 3.78716 0.007 0.011 -0.033 0.3916
H -3.69989 -2.69211 2.69351 0.014 -0.003 0.014 0.5132
```
Positions in Å, forces in eV/Å.

Charge   +2
F_max   3.04 eV/A
Energy relative to the best compared isomer or geometry (same formula, charge and spin)   0.0 kJ/mol
E_HOMO (alpha / beta)   -13.014 / -13.013 eV
LUMO energy (alpha / beta)   -0.3095 / -0.3096 hartree